# 1
Formula: C5H7FN2
Source: OMol25
Level of theory: wB97M-V/def2-TZVPD

Each line ends with the Mulliken charge.
Cartesian coordinates (Å):
C: -1.9400 0.1305 0.0905  -0.727
N: -0.4563 0.2484 -0.0089  0.167
C: 0.5550 -0.6131 0.1251  0.163
N: 0.1512 -2.0146 0.1662  -0.571
C: 1.7088 -0.1027 -0.0233  -0.454
C: 1.4624 1.2893 -0.2938  -0.565
C: 0.1393 1.4826 -0.1992  0.237
F: -0.6077 2.6102 -0.4152  -0.276
H: -2.2786 0.3804 1.2238  0.234
H: -2.3083 0.9810 -0.7100  0.268
H: -2.3672 -0.9189 -0.1768  0.291
H: 0.8416 -2.5476 0.8284  0.301
H: 0.3431 -2.4314 -0.6856  0.239
H: 2.6313 -0.6077 0.3075  0.304
H: 2.1255 2.1138 -0.2287  0.391

Forces on the atoms, in the same order (eV/Å):
-1.0 0.9 0.0
-2.6 2.4 -0.1
-5.0 -6.1 0.1
1.8 0.0 4.2
5.2 2.7 0.2
1.0 0.9 1.0
-1.1 -0.2 -0.9
0.7 -1.3 0.4
0.7 -0.4 -2.8
0.4 -2.3 2.4
1.2 2.0 0.4
-1.8 1.4 -1.4
0.3 -0.8 -2.3
-0.4 0.5 -0.9
0.8 0.4 -0.4

The calculation puts the energy above the lowest of the compared OMol25 structures with the same formula, charge and spin at 214.4 kJ/mol. Its HOMO energy is -8.4 eV. The HOMO-LUMO gap is 9.238 eV. Its SMILES is Cn1c(N)ccc1F. The total energy is -404.02518 hartree. The spin multiplicity is 1. For the largest force on an atom, the calculation gives 0.15386 Eh/bohr.

# 2
Formula: H4O2
Source: OMol25
Level of theory: wB97M-V/def2-TZVPD

Each line ends with the Mulliken charge.
Cartesian coordinates (Å):
O: -0.1710 1.2324 -0.2668  -0.710
H: -0.9119 0.7758 0.2204  0.344
H: 0.2185 1.8545 0.3594  0.335
O: 0.6331 -1.4519 -0.0110  -0.658
H: -0.2741 -1.8427 -0.0225  0.299
H: 0.5055 -0.5681 -0.2795  0.391

Forces on the atoms, in the same order (eV/Å):
-1.2 -0.6 0.6
1.2 1.0 -0.6
-0.1 -0.1 0.0
-1.0 -2.5 0.6
1.2 0.4 0.0
-0.1 1.9 -0.6

The calculation puts the energy above the lowest of the compared OMol25 structures with the same formula, charge and spin at 17.6 kJ/mol. Its HOMO energy is -11.2 eV. The HOMO-LUMO gap is 11.791 eV. Its SMILES is O.O. The total energy is -152.86823 hartree. The spin multiplicity is 1. For the largest force on an atom, the calculation gives 0.05354 Eh/bohr.

# 3
Formula: C3H3FN2OS
Source: OMol25
Level of theory: wB97M-V/def2-TZVPD

Each line ends with the Mulliken charge.
Cartesian coordinates (Å):
N: -1.5042 -1.7984 0.0317  -0.533
C: -0.5071 -0.9166 -0.0900  0.495
N: 0.7891 -1.1629 -0.5047  -0.539
C: 1.1848 0.2192 -0.3453  0.468
F: 2.3439 0.5201 -0.8122  -0.244
C: 0.3344 0.9400 0.3306  0.126
S: 0.3980 2.7824 0.3687  -0.250
O: -0.8013 0.2250 0.4685  -0.341
H: -1.1315 -2.5700 -0.6707  0.355
H: -2.4279 -1.3883 -0.3412  0.302
H: 1.3220 3.1494 1.5646  0.161

Forces on the atoms, in the same order (eV/Å):
-1.2 -3.1 -3.7
3.0 -1.7 0.2
-4.0 4.0 0.9
1.4 -4.6 -0.6
1.3 0.8 -0.3
0.6 5.3 0.4
1.4 -0.9 2.3
-0.6 1.0 0.4
-1.8 1.4 2.0
1.9 -1.0 0.9
-2.0 -1.2 -2.3

The calculation puts the energy above the lowest of the compared OMol25 structures with the same formula, charge and spin at 185.6 kJ/mol. Its HOMO energy is -8.8 eV. The HOMO-LUMO gap is 9.212 eV. Its SMILES is Nc1nc(F)c(S)o1. The total energy is -798.84984 hartree. The spin multiplicity is 1. For the largest force on an atom, the calculation gives 0.11066 Eh/bohr.

# 4
Formula: C13H31N2O9S2
Source: OMol25
Level of theory: wB97M-V/def2-TZVPD

Each line ends with the Mulliken charge.
Cartesian coordinates (Å):
C: 1.3089 2.8808 1.8666  -0.810
C: 1.7628 1.6459 0.8835  0.435
O: 3.1054 1.4508 0.7592  -0.535
N: 0.8485 0.7524 0.0765  0.200
C: -0.5980 0.8390 0.5056  0.427
C: -1.1965 0.5870 2.0102  -0.912
O: -1.4948 1.2100 -0.4495  -0.541
S: 1.4306 -0.8860 -0.0584  1.095
O: 2.4195 -0.9354 -1.2878  -0.669
O: 2.1981 -1.4198 1.1743  -0.686
N: 0.1801 -2.0739 -0.4289  -0.381
S: 0.4956 -3.5810 0.4460  0.772
O: -0.3613 -4.6963 -0.2707  -0.644
O: -0.0191 -3.3613 1.9190  -0.573
H: 0.6394 3.7035 1.3334  0.246
H: 2.2926 3.3818 2.3124  0.173
H: 0.7309 2.4477 2.8084  0.366
H: -2.2059 -0.0498 2.0184  0.295
H: -0.3945 0.1495 2.7724  0.256
H: -1.5115 1.6449 2.4635  0.316
H: 1.8779 -3.9353 0.4443  0.200
C: 0.3738 -0.4319 -5.2994  -1.125
C: -0.8562 -1.2251 -4.8876  0.312
C: -1.7414 -0.4253 -3.9451  -0.885
O: -0.4479 -2.4293 -4.2439  -0.556
H: 0.9860 -0.1771 -4.4270  0.238
H: 1.0078 -1.0244 -5.9677  0.307
H: 0.0934 0.4937 -5.8118  0.358
H: -1.4275 -1.5072 -5.7786  0.275
H: -1.2043 -0.1703 -3.0247  0.041
H: -2.6163 -1.0131 -3.6474  0.305
H: -2.0853 0.5005 -4.4169  0.367
H: 0.0603 -2.1886 -3.4515  0.353
C: 2.9147 6.7737 1.5239  -1.251
C: 3.0438 5.8906 0.2931  0.430
C: 3.2949 6.7171 -0.9581  -1.375
O: 1.8475 5.1340 0.1271  -0.483
H: 2.0699 7.4644 1.4237  0.333
H: 2.7220 6.1664 2.4148  0.299
H: 3.8257 7.3575 1.6883  0.379
H: 3.8645 5.1791 0.4350  0.283
H: 2.4637 7.4057 -1.1463  0.351
H: 3.3734 6.0692 -1.8378  0.333
H: 4.2174 7.2991 -0.8682  0.379
H: 1.1133 5.7576 0.0004  0.313
C: -2.6581 -4.8621 3.4687  -1.006
C: -3.7246 -5.4048 2.5309  0.329
C: -3.4150 -6.8314 2.1059  -1.172
O: -3.8041 -4.5745 1.3752  -0.570
H: -1.6782 -4.8427 2.9785  0.195
H: -2.8874 -3.8305 3.7565  0.274
H: -2.5830 -5.4703 4.3755  0.363
H: -4.7012 -5.3719 3.0259  0.273
H: -2.4621 -6.8819 1.5674  0.282
H: -4.1845 -7.2045 1.4216  0.309
H: -3.3628 -7.4987 2.9718  0.353
H: -2.9412 -4.5976 0.9293  0.359

Forces on the atoms, in the same order (eV/Å):
-0.5 -0.4 0.6
7.2 -0.6 -0.6
-8.6 1.2 0.7
-1.1 1.4 3.1
-5.9 1.8 -4.3
0.3 0.6 0.8
6.0 -2.4 6.0
6.4 -6.7 -2.0
-4.0 1.4 3.8
-2.7 2.5 -2.6
1.8 0.4 1.2
-5.9 0.0 2.3
3.6 3.8 1.9
2.5 -1.1 -4.6
1.5 -2.1 1.1
-2.1 -1.3 -1.5
1.1 0.7 -2.1
2.6 1.2 -0.5
-1.7 0.7 -1.9
0.7 -2.1 -1.3
-1.4 0.6 -0.1
0.2 0.1 -0.3
0.4 0.2 0.7
-0.3 0.0 0.1
0.0 -0.1 -0.2
-0.2 0.0 0.0
-0.1 0.1 0.0
0.0 0.0 0.0
0.1 -0.2 0.1
0.0 0.0 -0.1
0.1 0.1 -0.1
0.0 0.0 0.1
-0.2 -0.1 -0.1
0.1 -0.1 0.3
-0.3 0.5 -0.1
0.2 -0.1 -0.3
-0.1 0.1 -0.2
0.1 0.0 -0.1
0.1 0.0 -0.1
-0.1 0.0 0.0
-0.3 -0.1 0.0
0.1 0.0 0.2
0.0 0.1 0.2
-0.1 0.0 0.0
0.4 -0.2 0.0
0.1 0.1 0.2
0.7 0.1 -0.3
-0.2 -0.3 -0.1
-0.2 0.0 0.0
-0.1 0.0 0.0
0.0 -0.2 0.0
0.0 0.0 0.0
0.0 0.1 -0.2
0.0 0.1 0.2
0.0 0.1 0.1
0.0 0.0 -0.1
-0.1 0.1 0.1

Its HOMO energy is -6.0 eV. The HOMO-LUMO gap is 8.120 eV. The total energy is -2096.76622 hartree. The total charge is -1. The spin multiplicity is 1. For the largest force on an atom, the calculation gives 0.18513 Eh/bohr.